# 1
Density functional theory data (ωB97M-V with the def2-TZVPD basis set) for a structure of composition C12H20CrN2O7P2S2Se2.

```
48
Properties=species:S:1:pos:R:3:forces:R:3:lowdin_spin:R:1
Cr 0.37780 -0.74642 -0.56628 -0.621 -0.520 -0.177 0.982
C 3.37054 -2.17108 1.14674 -0.051 0.056 -0.033 0.000
C 3.29954 -0.77188 0.62888 -0.155 -0.077 -0.087 0.000
N 2.27148 -0.16083 0.06862 0.041 0.156 -0.072 -0.001
C 2.55928 1.17171 -0.22464 -0.372 -0.191 -0.031 0.002
C 3.80681 1.55778 0.10290 0.171 0.155 0.005 0.000
S 4.64903 0.24580 0.78907 0.273 0.063 0.072 0.000
C 1.46709 1.94873 -0.80272 -0.024 -0.370 0.173 0.001
C 1.46147 3.21442 -1.26790 0.065 0.166 -0.042 0.000
S -0.09656 3.59728 -1.84115 -0.041 0.252 -0.065 -0.001
C -0.67338 2.05248 -1.43669 -0.058 -0.113 0.092 -0.001
N 0.24978 1.29495 -0.89683 0.109 0.026 -0.032 -0.004
C -2.09688 1.68056 -1.68431 0.094 -0.008 0.018 0.000
H 2.57764 -2.78664 0.73912 0.006 0.044 0.004 0.000
H 3.27327 -2.15577 2.23352 -0.009 -0.003 0.018 0.000
H 4.33475 -2.61580 0.90346 -0.005 0.026 -0.003 0.000
H 4.25838 2.52949 -0.01807 -0.013 -0.054 0.006 0.000
H 2.27819 3.91703 -1.31144 -0.046 -0.031 -0.001 0.000
H -2.74076 2.54393 -1.52281 0.000 0.004 -0.026 0.000
H -2.40244 0.87335 -1.02455 0.019 -0.002 0.006 0.000
H -2.22623 1.34661 -2.71592 0.010 -0.018 0.019 0.000
O 2.24898 -2.55044 -2.20495 -0.082 -0.011 -0.060 0.001
P 1.06209 -3.46057 -1.63006 0.338 0.211 0.234 0.002
O 1.37822 -4.87807 -1.62604 -0.424 0.015 0.109 0.000
O 0.72173 -2.67410 -0.33014 0.326 0.280 -0.644 0.011
O -0.22777 -3.10631 -2.60089 -0.080 0.171 -0.024 0.000
P -0.82921 -1.62051 -2.57752 0.041 -0.266 0.155 0.003
O -1.87634 -1.62058 -3.73738 0.071 0.133 0.108 0.000
O 0.27517 -0.60401 -2.71472 0.145 -0.112 0.314 -0.003
O -1.43271 -1.32575 -1.19178 0.243 0.038 -0.078 0.006
H 2.68046 -2.92685 -2.98064 0.048 -0.076 -0.028 0.000
H -2.20009 -2.48601 -4.01557 -0.005 -0.062 -0.045 0.000
C -2.83543 3.78492 1.66639 0.008 -0.005 -0.052 0.000
Se -1.19656 2.76655 1.87709 0.044 0.024 0.001 0.000
C -2.06201 1.10530 2.42013 0.012 0.016 0.088 0.000
C -1.06432 0.12868 3.01858 -0.015 0.002 0.005 -0.001
Se -0.22053 -1.18769 1.85713 -0.051 -0.028 -0.009 0.001
C -1.76494 -2.34955 1.66592 0.081 0.060 -0.020 0.000
H -3.52012 3.25047 1.01144 -0.016 0.016 0.003 0.000
H -2.56956 4.73459 1.20865 -0.004 0.015 0.019 0.000
H -3.29579 3.96221 2.63391 -0.015 0.003 0.008 0.000
H -2.61455 0.67546 1.58528 0.007 -0.031 -0.037 0.000
H -2.77978 1.38188 3.19162 -0.044 -0.021 0.003 0.000
H -1.54939 -0.52131 3.74487 -0.048 0.061 0.104 0.000
H -0.25426 0.64071 3.53452 0.022 0.030 0.015 0.000
H -2.04481 -2.67860 2.66219 -0.015 -0.031 0.018 0.000
H -1.45370 -3.19008 1.05518 0.032 -0.005 -0.018 0.000
H -2.57359 -1.81602 1.17776 -0.009 0.011 -0.016 0.000
```
Forces are in eV/Å.

Properties
- E_HOMO (spin up / spin down): -11.19 / -11.19 eV
- Lowest unoccupied orbital energy (spin up / spin down): -4.589 / -4.074 eV
- 2S+1: 2
- ⟨S²⟩: 0.76
- Energy above the lowest of the compared OMol25 structures with the same formula, charge and spin: 0.0 kcal per mole
- Charge: +1


# 2
Density functional theory data (ωB97M-V with the def2-TZVPD basis set) for a structure of composition C35H47F3N7O3RuS3Si.

```
100
Properties=species:S:1:pos:R:3:forces:R:3:lowdin_spin:R:1
Ru 1.02352 0.40514 -0.65226 -0.552 0.580 -0.922 2.308
S 1.25563 -0.85607 1.32398 -0.563 0.898 0.596 0.197
C 1.49197 -2.28690 0.44639 1.111 -0.254 6.989 0.106
N 1.90895 -3.41692 1.16309 0.254 -1.801 -1.041 0.421
N 1.92604 -3.38015 2.44629 -0.547 2.210 0.086 0.269
C 2.34691 -4.39826 3.22736 -0.759 0.524 2.354 0.010
C 2.27589 -4.28438 4.63698 -0.141 0.357 -0.866 0.052
C 2.80966 -5.26928 5.44303 -0.804 2.013 0.319 -0.002
C 3.36162 -6.40516 4.89694 0.083 0.141 -0.176 0.058
C 3.34655 -6.54137 3.51511 0.366 -0.933 0.543 -0.007
C 2.80826 -5.54860 2.71496 1.898 -2.130 -0.883 0.050
N 1.48972 -2.59370 -0.72051 -0.859 -0.901 -8.575 0.144
N 1.15156 -1.61030 -1.64882 0.443 2.607 6.685 0.324
C 1.29053 -1.85570 -2.86551 -0.866 -1.617 -4.957 0.048
C 1.42761 -3.18951 -3.31886 1.092 -3.745 -1.187 0.154
C 1.45230 -3.58077 -4.66971 -1.545 3.185 0.199 -0.028
C 1.09589 -2.57825 -5.64715 1.673 -0.988 1.633 0.199
C 1.07345 -1.22729 -5.22441 -0.459 -1.031 1.541 -0.015
C 1.06650 -0.84841 -3.86182 0.359 -1.538 -1.351 0.162
H 1.78308 -2.44635 2.81317 -0.195 0.166 0.871 0.015
H 1.82369 -3.39908 5.08460 0.180 -0.118 -0.126 0.002
H 2.77048 -4.91764 6.47910 0.348 -1.175 0.020 -0.001
H 3.85351 -7.06969 5.56029 0.315 -0.879 0.218 0.004
H 3.81799 -7.43116 3.04620 -0.433 0.760 0.346 -0.002
H 3.05215 -5.66102 1.68918 -0.531 0.182 -0.998 0.005
H 1.50717 -4.08142 -2.63469 0.048 1.647 -0.259 0.007
H 1.57240 -4.57957 -5.02306 0.029 -0.650 0.298 -0.006
H 0.99275 -2.95565 -6.66662 0.009 0.793 0.100 0.012
H 1.01280 -0.51336 -5.98368 -0.460 1.295 -0.888 -0.005
H 0.80603 0.11467 -3.48192 0.157 0.780 -0.213 0.009
F 0.69553 6.89854 -0.80064 -0.595 -0.301 -0.034 0.000
C 0.96751 5.64722 -0.40100 1.137 -0.738 -0.300 0.001
F 2.13440 5.79581 0.32107 -1.022 -0.569 -0.234 0.001
F -0.00395 5.18568 0.41296 0.536 0.980 -0.230 0.000
C 1.16545 4.66740 -1.58225 -0.047 0.729 1.280 0.008
C 1.28891 5.15909 -2.86180 0.219 2.213 1.126 0.000
C 1.46492 4.31395 -3.90253 0.171 -3.175 0.364 0.010
C 1.54224 2.93356 -3.59845 -0.947 0.715 1.925 0.002
N 1.39967 2.42104 -2.32474 0.632 0.776 -2.294 0.060
C 1.22721 3.28480 -1.33406 -0.637 0.097 0.848 0.010
S 0.91167 2.52407 0.25056 0.542 -0.176 -0.638 0.058
H 1.31129 6.26396 -3.00334 -0.280 -1.001 0.048 0.000
H 1.48512 4.62271 -4.90197 0.208 0.469 -1.239 0.001
H 1.57272 2.18114 -4.35024 0.311 -0.349 -0.653 0.000
C 6.07863 -1.49421 -2.35389 1.601 -0.727 -1.519 0.001
N 5.16403 -0.74445 -1.57904 -1.023 -0.259 -0.142 0.005
C 5.22436 -0.78758 -0.21353 1.004 -0.254 0.500 0.000
C 4.15428 -0.08943 0.21419 0.401 -0.063 0.641 0.008
N 3.38344 0.30527 -0.84327 -0.598 0.188 0.294 0.042
C 3.99278 -0.11615 -1.91752 1.242 -0.158 0.191 0.014
H 5.78521 -2.51550 -2.63211 -0.261 0.193 0.576 0.000
H 7.05624 -1.50971 -1.86391 -0.325 -0.270 0.354 0.000
H 6.35742 -1.04560 -3.29727 -0.486 0.599 -0.360 0.000
H 6.04139 -1.32281 0.33787 -1.023 0.833 -0.778 0.000
H 4.01690 0.18233 1.23027 -0.749 0.156 0.463 0.001
H 3.66607 0.11137 -2.91080 0.033 -0.256 -0.386 0.002
C -1.98321 2.99597 3.18157 -1.579 0.404 -1.669 0.000
C -1.47265 1.61048 3.16849 -0.520 -2.302 0.160 0.000
C -2.45506 0.65263 3.90075 1.718 1.692 1.889 0.000
C -0.08905 1.49941 3.74578 -0.057 1.027 1.109 0.001
O -1.35227 1.10117 1.83174 -0.711 0.585 -1.791 0.004
Si -2.31472 1.14915 0.46135 0.432 -1.048 0.571 0.032
S -1.24682 0.33295 -1.23507 0.298 0.164 0.352 0.207
O -3.62303 0.17547 0.69815 -0.765 0.424 -0.378 0.007
C -3.93874 -1.22016 0.65106 0.875 -0.896 0.059 0.001
C -2.78446 -1.93149 1.33533 0.471 -0.166 -1.227 0.002
C -5.25062 -1.48199 1.40880 -0.888 0.634 -0.407 0.000
C -4.05612 -1.76055 -0.79930 0.592 0.595 0.872 0.002
O -2.87863 2.63314 0.11464 1.003 -0.730 0.564 0.010
C -3.71122 3.17549 -0.88390 -1.383 0.106 -0.155 0.001
C -3.27606 4.63576 -0.89671 0.612 1.048 -0.363 0.000
C -5.16828 3.01467 -0.31209 -0.124 -1.257 -2.719 0.000
C -3.54278 2.54963 -2.29744 0.843 -0.231 -0.385 0.007
H -2.11447 3.48133 4.12260 0.197 -0.033 0.941 0.000
H -3.00400 2.96739 2.69917 1.021 0.382 0.288 0.000
H -1.29248 3.56546 2.58027 -0.037 0.608 -0.363 0.000
H -2.56247 1.16016 4.92091 -0.152 -1.123 -1.015 0.000
H -2.00294 -0.34378 4.00220 -0.370 0.284 0.001 0.000
H -3.39587 0.66085 3.40856 -0.838 -0.244 -0.432 0.000
H -0.19447 1.75946 4.83564 0.584 -0.040 -0.939 0.000
H 0.61144 2.15998 3.20025 -0.310 -0.125 0.501 0.000
H 0.27560 0.49799 3.66621 0.190 -0.723 -0.027 0.001
H -2.64756 -1.56737 2.33210 0.062 -0.017 0.601 0.000
H -1.88103 -1.71724 0.74163 -0.061 -0.008 0.363 0.002
H -2.91496 -3.00579 1.28516 -0.126 -0.294 0.335 0.000
H -5.26866 -1.01170 2.41166 0.194 -0.234 -0.521 0.000
H -5.53436 -2.55329 1.51321 0.615 0.607 -0.159 0.000
H -6.06052 -1.02066 0.80217 0.255 -0.146 0.505 0.000
H -3.14879 -1.71228 -1.37681 0.641 0.655 0.048 0.002
H -4.81005 -1.22663 -1.33695 -0.750 0.080 -0.382 0.000
H -4.19402 -2.81900 -0.76788 -0.886 -0.774 0.159 0.000
H -3.28407 4.99515 0.12785 -0.042 0.062 0.182 0.000
H -3.81287 5.38179 -1.49726 -0.545 -0.632 -0.014 0.000
H -2.23791 4.76720 -1.25586 -0.249 -0.533 0.247 0.000
H -5.30267 3.47691 0.62105 0.026 0.717 1.230 0.000
H -5.42162 1.94532 -0.23132 0.513 0.181 0.318 0.000
H -5.96063 3.33719 -1.01891 0.592 0.458 0.253 0.000
H -2.51160 2.80731 -2.68760 -1.118 -0.020 0.345 0.002
H -4.31793 2.99301 -2.96397 0.577 -0.351 0.376 0.000
H -3.54544 1.42313 -2.38946 -0.495 1.184 0.522 0.003
```
Forces are in eV/Å.

Properties
- E_HOMO (spin up / spin down): -6.56 / -7.79 eV
- Lowest unoccupied orbital energy (spin up / spin down): 0.250 / -2.199 eV
- 2S+1: 6
- ⟨S²⟩: 8.83
- Energy above the lowest of the compared OMol25 structures with the same formula, charge and spin: 65.2 kcal per mole


# 3
Density functional theory data (ωB97M-V with the def2-TZVPD basis set) for a cluster of 6 separate species, C3H16IO5 in total.

```
25
Properties=species:S:1:pos:R:3:forces:R:3:lowdin_charge:R:1
I 1.22264 1.32060 -0.58659 -0.108 -0.065 0.009 0.094
O 4.69587 1.24987 -1.97488 0.077 -0.314 0.041 -0.120
H 5.45157 0.99747 -1.43459 -0.109 0.024 0.006 0.017
H 3.94545 0.76156 -1.59549 0.002 0.374 -0.063 -0.071
O 0.80242 -0.83499 2.27208 -0.048 0.062 -0.072 -0.141
H 0.78848 -0.29720 1.45443 0.088 -0.070 0.170 -0.137
H 1.72845 -0.82162 2.53586 -0.028 0.075 -0.093 0.020
O 2.43245 2.21584 2.69078 -0.134 0.157 -0.146 -0.139
H 2.12189 2.29424 1.76537 0.153 -0.207 0.296 -0.111
H 1.66500 1.87338 3.16169 0.013 -0.047 -0.124 0.012
O -1.48061 3.79184 -0.19185 -0.007 -0.024 -0.123 -0.128
H -0.85850 3.20395 -0.65483 -0.053 0.084 0.193 -0.097
H -1.28516 3.63557 0.73693 0.075 -0.063 -0.063 0.013
C -0.88979 -2.57466 -1.02224 -0.469 0.752 -0.041 -0.059
C -2.08413 -1.61112 -1.16163 -0.113 0.206 1.069 -0.498
C -2.56554 -1.14555 0.24206 0.779 -0.836 -0.749 -0.058
O -1.75093 -0.50228 -1.98136 -0.254 -0.065 0.293 -0.099
H -1.24898 -3.57240 -0.77275 0.233 -0.134 -0.045 0.069
H -0.23268 -2.19798 -0.23675 0.067 -0.155 0.073 0.058
H -0.32345 -2.53706 -1.95082 -0.055 -0.373 -0.083 0.075
H -2.95136 -2.12721 -1.58403 0.209 0.078 -0.557 0.121
H -3.40018 -0.45769 0.15605 -0.060 0.080 0.119 0.072
H -1.71197 -0.70964 0.76487 -0.172 0.268 0.089 0.059
H -2.83707 -2.05596 0.78624 -0.225 0.225 0.159 0.075
H -1.23386 0.10103 -1.41854 0.136 -0.034 -0.360 -0.028
```
Forces are in eV/Å.

Properties
- E_HOMO: -5.14 eV
- Lowest unoccupied orbital energy: 3.146 eV
- Energy above the lowest of the compared OMol25 structures with the same formula, charge and spin: 5.4 kcal per mole
- Charge: -1